Version w
2 unconnected molecules or ions with the total composition H3N2OP, computed with ωB97M-V/def2-TZVPD.

Atoms and positions in Å:
N1 0.234 -0.357 -0.685
N2 1.273 0.145 -0.263
O1 -1.941 -0.537 0.583
P1 -2.133 0.872 -0.089
H1 1.605 -0.052 0.849
H2 1.936 0.783 -0.811
H3 -0.975 -0.855 0.416

Output
Highest occupied orbital energy (spin up / spin down)   -6.944 / -6.974 eV
Charge   0

=====

Version x
H3N2OP in the gas phase, computed with ωB97M-V/def2-TZVPD.

Atoms and positions in Å:
N1 1.436 -0.270 0.158
N2 0.176 0.134 0.167
P1 -1.057 -0.783 -0.103
O1 -2.266 0.289 -0.051
H1 1.641 -1.081 -0.384
H2 1.907 0.558 0.139
H3 -1.837 1.153 0.075

Output
Highest occupied orbital energy   -8.250 eV
Charge   0

=====

Which one is most stable, and which one is least stable? version x is the most stable of them, while version w is the least stable.

=====

Version w
2 unconnected molecules or ions with the total composition C2HFN2O2, computed with ωB97M-V/def2-TZVPD.

Atoms and positions in Å:
O1 0.387 -1.984 1.342
N1 1.145 -1.189 0.798
C1 1.407 -0.137 0.312
F1 2.201 0.429 -0.495
C2 -1.162 0.323 0.010
N2 -1.220 0.986 -0.979
O2 -1.184 1.738 -1.851
H1 -1.575 -0.166 0.863

Output
Highest occupied orbital energy   -9.718 eV
Charge   0

=====

Version x
2 unconnected molecules or ions with the total composition C2HFN2O2, computed with ωB97M-V/def2-TZVPD.

Atoms and positions in Å:
C1 -0.570 -0.021 0.509
C2 2.251 0.535 0.443
N1 -1.473 -0.306 -0.292
N2 -1.840 -0.304 -1.454
O1 2.192 1.678 0.177
O2 2.326 -0.601 0.658
F1 -0.624 0.166 1.786
H1 -2.263 -1.146 -1.826

Output
Highest occupied orbital energy   -9.373 eV
Charge   0

=====

Which one is most stable, and which one is least stable? version x is the most stable of them, while version w is the least stable.

=====

Version w
21 unconnected molecules or ions with the total composition C2H45O21, computed with ωB97M-V/def2-TZVPD.

Atoms and positions in Å:
C1 -0.212 -0.314 0.643
C2 0.439 0.258 -0.542
O1 -0.381 1.364 -0.795
H1 0.228 -1.237 0.925
H2 -1.216 -0.478 0.522
H3 -0.115 0.425 1.409
H4 0.419 -0.438 -1.372
H5 1.399 0.707 -0.296
O2 -2.610 2.928 1.086
H6 -1.683 3.023 0.905
H7 -2.673 2.891 2.019
O3 3.015 -0.824 -1.995
H8 2.577 -0.017 -2.110
H9 2.391 -1.506 -1.720
O4 2.281 1.933 -2.498
H10 2.270 1.756 -1.557
H11 1.416 2.299 -2.732
O5 2.229 -2.848 0.097
H12 2.314 -3.662 0.555
H13 2.736 -2.194 0.526
O6 0.151 -3.989 2.880
H14 -0.617 -3.805 2.344
H15 0.734 -3.194 2.659
O7 -0.504 -2.955 -0.731
H16 0.388 -2.977 -0.437
H17 -0.473 -2.208 -1.368
O8 3.056 -0.839 1.672
H18 2.928 -1.275 2.531
H19 2.851 0.111 1.817
O9 -0.983 3.126 3.777
H20 -1.296 2.273 4.169
H21 -0.616 2.884 2.879
O10 -2.976 0.719 -1.214
H22 -2.092 0.985 -1.011
H23 -3.410 1.277 -1.804
O11 0.050 2.982 1.171
H24 -0.066 3.898 0.982
H25 -0.027 2.581 0.347
O12 1.664 1.425 2.843
H26 2.000 2.181 3.359
H27 1.179 1.723 2.094
O13 -2.689 0.368 2.635
H28 -3.510 0.754 2.305
H29 -2.134 0.325 1.859
O14 -0.114 2.789 -3.028
H30 -0.791 3.253 -3.511
H31 -0.428 2.330 -2.248
O15 -1.264 -0.111 -3.543
H32 -1.813 0.317 -2.894
H33 -1.789 -0.037 -4.344
O16 -3.548 -1.424 0.377
H34 -3.353 -0.685 -0.233
H35 -2.911 -2.065 0.629
O17 -0.552 -2.619 -4.022
H36 -0.752 -2.680 -4.955
H37 -0.744 -1.716 -3.737
O18 1.255 -0.128 -4.405
H38 1.017 -0.711 -5.121
H39 0.369 0.106 -4.033
O19 0.323 -0.930 3.620
H40 0.521 -0.338 2.904
H41 -0.628 -1.004 3.629
O20 4.408 1.216 0.007
H42 3.747 1.862 0.323
H43 4.354 0.460 0.601
O21 -2.106 -3.042 1.598
H44 -2.232 -2.653 2.433
H45 -1.434 -2.603 1.117

Output
Highest occupied orbital energy   -6.186 eV
Charge   -1

=====

Version x
21 unconnected molecules or ions with the total composition C2H45O21, computed with ωB97M-V/def2-TZVPD.

Atoms and positions in Å:
C1 2.870 0.789 -4.004
C2 2.482 0.809 -2.571
O1 3.737 0.625 -1.932
H1 1.985 0.735 -4.659
H2 3.491 -0.087 -4.093
H3 3.351 1.675 -4.356
H4 1.811 -0.047 -2.311
H5 2.067 1.724 -2.363
O2 -0.554 0.627 -3.131
H6 -1.491 0.825 -3.162
H7 -0.138 0.893 -2.359
O3 4.992 -1.491 -0.839
H8 5.246 -1.762 -1.668
H9 4.463 -0.684 -1.002
O4 2.643 0.392 0.381
H10 1.711 0.318 0.194
H11 2.972 0.597 -0.534
O5 2.304 4.338 -3.213
H12 2.759 4.055 -4.004
H13 2.554 3.834 -2.416
O6 -0.018 -2.610 -2.085
H14 0.830 -2.863 -1.834
H15 0.182 -2.202 -2.917
O7 -0.263 3.583 -3.222
H16 0.609 3.981 -3.032
H17 -0.303 2.749 -2.840
O8 4.240 3.098 -1.284
H18 4.035 2.186 -1.636
H19 3.934 3.058 -0.385
O9 0.290 2.763 -5.894
H20 0.607 2.697 -5.021
H21 1.061 2.384 -6.361
O10 3.933 -2.169 -5.602
H22 4.038 -2.867 -6.189
H23 4.562 -1.558 -5.959
O11 4.751 0.972 -6.447
H24 5.112 1.803 -6.128
H25 3.909 1.168 -6.812
O12 2.033 -1.166 -7.414
H26 2.388 -1.943 -7.901
H27 2.491 -1.274 -6.578
O13 6.176 1.303 -2.999
H28 6.832 1.804 -2.478
H29 5.409 1.019 -2.403
O14 -0.133 -0.815 0.146
H30 -0.174 -1.615 0.723
H31 -0.274 -1.180 -0.721
O15 3.111 4.155 -5.893
H32 3.245 3.773 -6.771
H33 2.386 4.752 -6.041
O16 0.869 -1.674 -4.719
H34 0.282 -0.980 -5.076
H35 0.657 -2.445 -5.248
O17 5.983 2.877 -5.341
H36 5.463 3.528 -4.925
H37 6.200 2.246 -4.656
O18 2.129 1.698 -7.456
H38 2.158 0.713 -7.361
H39 2.424 1.956 -8.336
O19 2.743 -2.254 -2.688
H40 2.969 -1.356 -2.454
H41 2.347 -2.251 -3.546
O20 5.761 -1.833 -3.487
H42 5.046 -1.766 -4.085
H43 5.991 -0.968 -3.337
O21 -0.521 0.215 -6.344
H44 -0.416 0.863 -5.660
H45 -1.232 0.593 -6.936

Output
Highest occupied orbital energy   -5.898 eV
Charge   -1

=====

Which one is most stable, and which one is least stable? version x is the most stable of them, while version w is the least stable.

=====

Version w
C2H4P2 in the gas phase, computed with ωB97M-V/def2-TZVPD.

Atoms and positions in Å:
P1 0.169 1.474 -0.926
C1 -0.435 -0.005 0.065
C2 -0.093 -1.425 0.552
P2 -1.522 -1.597 -0.288
H1 1.437 1.005 -1.561
H2 1.149 1.715 -0.010
H3 -1.129 0.584 0.774
H4 0.424 -1.752 1.393

Output
Highest occupied orbital energy   -9.013 eV
Charge   0

=====

Version x
A molecular structure, C2H4P2, computed with ωB97M-V/def2-TZVPD.

Atoms and positions in Å:
C1 0.973 -0.704 -0.658
C2 0.789 -0.667 0.673
P1 -1.415 1.297 -0.440
P2 -1.078 0.613 1.410
H1 1.838 -1.174 -1.055
H2 0.301 -0.098 -1.464
H3 1.255 -1.016 1.580
H4 -2.663 1.749 -0.046

Output
Highest occupied orbital energy   -8.991 eV
Charge   0

=====

Version y
C2H4P2 in the gas phase, computed with ωB97M-V/def2-TZVPD.

Atoms and positions in Å:
C1 -2.378 -0.825 -0.001
C2 -1.412 -0.066 -0.072
P1 0.147 0.786 -0.219
P2 1.987 -0.611 -0.033
H1 -3.384 -1.091 -0.141
H2 0.102 1.498 1.102
H3 2.838 0.501 0.647
H4 2.100 -0.193 -1.284

Output
Highest occupied orbital energy   -8.654 eV
Charge   0

=====

Which one is most stable, and which one is least stable? version y is the most stable of them, while version w is the least stable.